Here is a cluster of 3 separate species, C5H14NO in total in a non-equilibrium geometry from the OMol25 dataset. Energies are from ωB97M-V with the def2-TZVPD basis set.

The total energy comes out at -8944.115 eV. The charge is 0. The multiplicity is 2. As for the frontier orbital gap (spin up / spin down): 0.360 / 0.232 hartree. For the HOMO energy (spin up / spin down), the calculation gives -9.13 / -9.06 eV.

Structure (XYZ):
```
21
Properties=species:S:1:pos:R:3:forces:R:3:lowdin_spin:R:1
C -0.67776 -0.92228 -2.06392 -1.03 -0.32 -0.89 0.0017
C -1.24366 -0.79105 -0.57919 3.04 2.77 -3.52 0.0000
C -1.03887 0.64259 0.01438 -2.47 -1.76 1.45 0.0166
C 0.30688 1.30227 -0.12502 -0.17 1.95 1.23 0.0117
C 0.43364 2.50828 0.54124 2.36 -2.02 -1.80 0.0135
N 0.71962 -0.41879 2.03295 0.80 -0.24 -0.40 0.6796
H -1.28960 -0.19956 -2.65418 0.60 -0.28 0.11 0.0002
H 0.36913 -0.59681 -2.10692 -0.23 -0.61 -0.31 0.0006
H -0.89373 -1.96590 -2.63626 0.81 2.24 1.82 0.0002
H -2.19046 -0.98391 -0.83523 -4.14 -0.48 0.26 0.0000
H -1.27993 0.45331 1.17349 0.33 0.94 -2.35 0.0069
H -1.91696 1.26667 -0.41908 1.68 -0.69 0.76 0.0005
H 1.09927 0.75256 -0.69527 -0.74 1.08 0.40 0.0000
H 1.36131 3.14078 0.43394 -1.10 -0.82 0.26 0.0003
H -0.27341 2.77186 1.29859 -0.62 0.45 -0.05 -0.0004
H -0.84349 -1.58961 -0.11237 1.40 -2.23 2.38 -0.0003
H 1.35630 -1.06302 1.13742 0.03 -0.81 -2.16 0.0026
H 2.59945 -2.01877 0.29602 3.53 -1.82 0.99 0.0009
H 0.21452 -0.87025 2.77491 -0.39 -0.62 0.35 0.0180
H 1.36056 0.21355 2.48450 0.37 0.54 0.17 0.0158
O 1.82720 -1.63191 0.03998 -4.07 2.72 1.29 0.2314
```
Forces are in eV/Å.

***

Here is a cluster of 2 separate species, C5H14NO in total in a non-equilibrium geometry from the OMol25 dataset. Energies are from ωB97M-V with the def2-TZVPD basis set.

The total energy comes out at -8942.533 eV. The charge is +1. As for the frontier orbital gap: 0.414 hartree. For the HOMO energy, the calculation gives -14.49 eV.

Structure (XYZ):
```
21
Properties=species:S:1:pos:R:3:forces:R:3:mulliken_charge:R:1
C 1.23196 1.63971 -1.36929 1.32 -0.92 -0.33 -1.1580
C 1.43487 0.14220 -1.70760 -0.53 -0.26 -0.48 -0.5535
C 1.53105 -0.77655 -0.49481 -0.40 0.32 0.36 -0.7787
C 0.22013 -0.99351 0.22613 0.55 -0.29 -1.42 -0.2890
C -0.92423 -0.50809 -0.21094 -1.23 0.59 1.59 -0.2845
N -2.16162 -0.84889 0.56769 -0.38 -0.59 0.04 -0.2199
H 0.53439 2.09013 -2.06003 -0.61 0.21 0.35 0.3049
H 2.16684 2.17370 -1.56130 -0.04 -0.02 0.31 0.3663
H 1.02309 1.69750 -0.29951 -0.45 0.58 -0.22 0.3216
H 2.27321 -0.04017 -2.38722 0.11 0.23 0.35 0.4189
H 0.58083 -0.23211 -2.29239 0.06 0.16 0.07 0.2973
H 2.27034 -0.44660 0.23588 0.18 0.05 -0.01 0.3576
H 1.82375 -1.77128 -0.80756 0.28 -0.31 -0.07 0.4020
H 0.20319 -1.77123 0.97592 0.02 -0.02 0.29 0.3476
H -1.19147 0.38837 -0.74715 0.71 -0.18 -0.79 0.4191
H -2.99168 -0.88948 -0.02406 0.03 0.25 -0.13 0.3858
H -2.30122 -0.16387 1.31811 -0.02 0.17 0.29 0.3283
H -2.14645 -1.75848 1.03480 0.43 0.01 -0.04 0.3504
H -0.76691 1.15010 2.71013 0.07 0.09 0.22 0.3161
H -1.38208 0.41858 3.92634 -0.03 0.07 -0.07 0.3184
O -1.42799 0.50000 2.96687 -0.07 -0.15 -0.32 -0.6506
```
Forces are in eV/Å.